This record from OMol25 describes 7 unconnected molecules or ions with the total composition C4H22N2O8 at a distorted geometry. The level of theory is ωB97M-V/def2-TZVPD.

Bonds (Å) are listed after each position.
Positions of all 36 atoms, in Å:
1 O 2.00 -1.26 -2.27  C2 1.220
2 C 1.14 -1.88 -1.68  O1 1.220, N3 1.379, H9 1.077
3 N 1.28 -2.08 -0.32  C2 1.379, C4 1.450, H10 1.021
4 C 2.33 -1.39 0.40  N3 1.450, C5 1.550, H11 1.092, H12 1.129
5 C 1.77 -0.01 0.83  C4 1.550, N6 1.511, H13 1.112, H14 1.075
6 N 0.70 -0.23 1.88  C5 1.511, C7 1.478, H15 1.018
7 C 0.49 1.10 2.49  N6 1.478, O8 1.402, H16 1.077, H17 1.091
8 O -0.10 2.07 1.67  C7 1.402, H18 0.960
9 H 0.22 -2.18 -2.16  C2 1.077
10 H 0.49 -2.33 0.28  N3 1.021
11 H 2.57 -2.00 1.27  C4 1.092
12 H 3.18 -1.18 -0.32  C4 1.129
13 H 1.37 0.50 -0.07  C5 1.112
14 H 2.50 0.69 1.20  C5 1.075
15 H -0.07 -0.69 1.40  N6 1.018
16 H -0.22 1.03 3.30  C7 1.077
17 H 1.52 1.37 2.75  C7 1.091
18 H 0.32 2.10 0.81  O8 0.960
19 O -1.23 -2.94 0.27  H20 0.983, H21 0.982
20 H -1.68 -2.46 1.00  O19 0.983
21 H -1.91 -3.13 -0.42  O19 0.982
22 O -1.13 2.52 -1.12  H23 0.978, H24 0.955
23 H -1.96 2.96 -0.87  O22 0.978
24 H -0.49 3.18 -1.39  O22 0.955
25 O -1.41 -0.59 -2.33  H26 0.968, H27 0.954
26 H -1.21 0.28 -2.71  O25 0.968
27 H -2.35 -0.61 -2.18  O25 0.954
28 O -3.01 -1.22 0.85  H29 1.020, H30 0.956
29 H -2.63 -0.32 0.55  O28 1.020
30 H -3.64 -1.44 0.17  O28 0.956
31 O -2.60 2.64 1.32  H32 0.994, H33 0.974
32 H -1.68 2.37 1.58  O31 0.994
33 H -3.11 1.85 1.05  O31 0.974
34 O 2.07 2.03 -1.47  H35 0.958, H36 0.956
35 H 1.40 1.36 -1.55  O34 0.958
36 H 2.60 2.19 -2.26  O34 0.956

Properties
Spin multiplicity   1
HOMO energy   -0.32940 Ha
Kohn-Sham gap   8.656 eV



This record from OMol25 describes 6 unconnected molecules or ions with the total composition C4H23N2O6 at a distorted geometry. The level of theory is ωB97M-V/def2-TZVPD.

Bonds (Å) are listed after each position.
Positions of all 35 atoms, in Å:
1 N 0.06 0.63 0.36  C2 1.586, H8 1.012, H9 1.058, H10 1.050
2 C 0.54 -0.03 -1.00  N1 1.586, C3 1.577, C6 1.569, H11 1.120
3 C 1.39 1.02 -1.82  C2 1.577, C4 1.515, O5 1.416, H12 1.131
4 C 1.68 0.45 -3.19  C3 1.515, H13 1.050, H14 1.103, H15 1.116
5 O 2.50 1.41 -1.03  C3 1.416, H16 0.977
6 C -0.64 -0.73 -1.75  C2 1.569, N7 1.421, H17 1.107, H18 1.154
7 N -0.66 -2.15 -1.66  C6 1.421, H19 1.033, H20 1.014
8 H 0.18 0.09 1.21  N1 1.012
9 H 0.63 1.48 0.61  N1 1.058
10 H -0.94 0.90 0.17  N1 1.050
11 H 1.31 -0.80 -0.73  C2 1.120
12 H 0.88 2.02 -1.88  C3 1.131
13 H 0.97 -0.04 -3.79  C4 1.050
14 H 2.21 1.31 -3.63  C4 1.103
15 H 2.52 -0.27 -3.36  C4 1.116
16 H 3.17 0.70 -1.11  O5 0.977
17 H -0.43 -0.45 -2.80  C6 1.107
18 H -1.61 -0.17 -1.49  C6 1.154
19 H -1.11 -2.47 -0.79  N7 1.033
20 H 0.26 -2.58 -1.69  N7 1.014
21 H -3.69 -0.31 0.17  O23 0.963
22 H -4.21 0.95 -0.59  O23 0.932
23 O -3.52 0.33 -0.52  H21 0.963, H22 0.932
24 H 0.55 3.46 2.64  O26 0.941
25 H 1.50 3.90 1.54  O26 0.997
26 O 1.14 3.09 2.00  H24 0.941, H25 0.997
27 H -2.74 -0.03 2.05  O29 0.973
28 H -2.54 -1.72 2.06  O29 0.960
29 O -2.70 -0.89 1.60  H27 0.973, H28 0.960
30 H 0.59 -0.61 4.46  O32 0.931
31 H 1.44 0.61 3.92  O32 0.951
32 O 1.00 -0.21 3.73  H30 0.931, H31 0.951
33 H 0.60 -2.59 2.50  O35 0.967
34 H -0.45 -3.46 2.13  O35 0.965
35 O 0.12 -2.81 1.69  H33 0.967, H34 0.965

Properties
Spin multiplicity   1
Charge   +1
HOMO energy   -0.44606 Ha
Kohn-Sham gap   9.289 eV



This record from OMol25 describes 7 unconnected molecules or ions with the total composition C4H23N2O6S at a distorted geometry. The level of theory is ωB97M-V/def2-TZVPD.

Bonds (Å) are listed after each position.
Positions of all 36 atoms, in Å:
1 N 1.70 0.28 1.81  C2 1.457, H8 1.012, H9 1.016
2 C 1.00 0.61 0.58  N1 1.457, C3 1.537, C5 1.541, H10 1.117
3 C -0.49 0.80 0.89  C2 1.537, S4 1.834, H11 1.093, H12 1.097
4 S -0.73 2.23 2.02  C3 1.834
5 C 1.24 -0.47 -0.50  C2 1.541, N6 1.490, H13 1.106, H14 1.074
6 N 2.07 0.10 -1.60  C5 1.490, C7 1.438, H15 1.009
7 C 2.72 -0.91 -2.38  N6 1.438, H16 1.123, H17 1.100, H18 1.092
8 H 2.68 0.49 1.73  N1 1.012
9 H 1.35 0.84 2.58  N1 1.016
10 H 1.36 1.53 0.07  C2 1.117
11 H -1.13 0.82 0.00  C3 1.093
12 H -0.84 -0.05 1.49  C3 1.097
13 H 0.31 -0.73 -1.05  C5 1.106
14 H 1.71 -1.35 -0.10  C5 1.074
15 H 2.64 0.88 -1.29  N6 1.009
16 H 3.45 -1.58 -1.85  C7 1.123
17 H 3.48 -0.45 -3.03  C7 1.100
18 H 1.93 -1.45 -2.91  C7 1.092
19 H 0.91 -3.09 2.20  O21 0.959
20 H 0.60 -1.70 2.59  O21 0.972
21 O 0.23 -2.43 2.06  H19 0.959, H20 0.972
22 H 0.04 -3.32 -0.62  O24 0.975
23 H 1.32 -3.38 0.16  O24 0.956
24 O 0.99 -3.54 -0.72  H22 0.975, H23 0.956
25 H -0.96 1.07 -2.40  O27 0.976
26 H -1.67 2.19 -1.71  O27 0.972
27 O -1.78 1.25 -1.91  H25 0.976, H26 0.972
28 H -0.81 3.98 -0.37  O30 0.966
29 H 0.24 3.06 -0.68  O30 0.971
30 O -0.22 3.79 -1.11  H28 0.966, H29 0.971
31 H -2.79 0.48 -0.43  O33 0.959
32 H -3.86 -0.15 -1.32  O33 0.974
33 O -3.47 -0.20 -0.43  H31 0.959, H32 0.974
34 H -1.87 -1.89 0.01  O36 0.957
35 H -1.45 -3.17 0.67  O36 0.963
36 O -1.69 -2.81 -0.19  H34 0.957, H35 0.963

Properties
Expectation value of S²   0.753
Spin multiplicity   2
HOMO energy (spin up / spin down)   -0.32626 / -0.32624 Ha
Kohn-Sham gap (spin up / spin down)   9.206 / 6.132 eV



This record from OMol25 describes 8 unconnected molecules or ions with the total composition C4H23NO9S at a distorted geometry. The level of theory is ωB97M-V/def2-TZVPD.

Bonds (Å) are listed after each position.
Positions of all 38 atoms, in Å:
1 O 0.06 1.25 -0.98  C2 1.224
2 C 1.07 0.99 -0.35  O1 1.224, C3 1.502, N6 1.366
3 C 2.44 1.47 -0.75  C2 1.502, C4 1.498, H9 1.122, H10 1.115
4 C 3.24 0.67 -1.72  C3 1.498, S5 1.806, H11 1.092, H12 1.098
5 S 2.40 0.31 -3.29  C4 1.806, H13 1.345
6 N 0.93 0.36 0.86  C2 1.366, C7 1.489, H14 1.001
7 C 1.93 -0.18 1.82  N6 1.489, O8 1.377, H15 1.087, H16 1.129
8 O 2.56 0.78 2.59  C7 1.377, H17 0.967
9 H 3.08 1.70 0.14  C3 1.122
10 H 2.44 2.46 -1.26  C3 1.115
11 H 4.12 1.13 -2.18  C4 1.092
12 H 3.59 -0.26 -1.25  C4 1.098
13 H 1.11 0.40 -2.91  S5 1.345
14 H 0.00 0.38 1.22  N6 1.001
15 H 2.74 -0.75 1.36  C7 1.087
16 H 1.22 -0.80 2.44  C7 1.129
17 H 2.02 1.57 2.72  O8 0.967
18 O -2.22 -3.13 -2.87  H19 0.998, H20 0.962
19 H -1.74 -2.78 -2.06  O18 0.998
20 H -1.53 -2.94 -3.51  O18 0.962
21 O -1.37 -0.53 2.67  H22 0.998, H23 0.983
22 H -1.97 -1.22 2.26  O21 0.998
23 H -2.01 -0.33 3.39  O21 0.983
24 O -0.83 3.88 0.96  H25 0.961, H26 0.970
25 H -1.42 4.53 0.56  O24 0.961
26 H -0.42 3.48 0.18  O24 0.970
27 O -1.65 -0.47 -0.83  H28 0.973, H29 0.954
28 H -0.72 -0.73 -0.73  O27 0.973
29 H -1.68 0.43 -1.16  O27 0.954
30 O -2.78 -2.05 1.05  H31 0.958, H32 0.976
31 H -3.69 -1.76 1.03  O30 0.958
32 H -2.23 -1.63 0.36  O30 0.976
33 O -3.28 0.66 1.61  H34 0.974, H35 0.972
34 H -2.35 0.93 1.62  O33 0.974
35 H -3.63 1.57 1.56  O33 0.972
36 O -0.14 -2.88 -1.50  H37 0.966, H38 0.968
37 H -0.01 -3.77 -1.14  O36 0.966
38 H 0.73 -2.74 -1.90  O36 0.968

Properties
Spin multiplicity   1
HOMO energy   -0.34765 Ha
Kohn-Sham gap   9.588 eV



This record from OMol25 describes 6 unconnected molecules or ions with the total composition C4H24BN9O4 at a distorted geometry. The level of theory is ωB97M-V/def2-TZVPD.

Bonds (Å) are listed after each position.
Positions of all 42 atoms, in Å:
1 N 2.00 -1.25 -1.27  H2 1.010, H3 1.010, H4 1.010, H5 1.010
2 H 1.97 -1.63 -2.21  N1 1.010
3 H 2.67 -0.50 -1.19  N1 1.010
4 H 2.38 -1.82 -0.53  N1 1.010
5 H 1.05 -0.90 -1.19  N1 1.010
6 B -0.06 0.74 -0.34  H7 1.079, H8 1.079, H9 1.079, H10 1.079
7 H 0.33 1.06 -1.29  B6 1.079
8 H -0.27 1.61 0.27  B6 1.079
9 H -1.02 0.24 -0.43  B6 1.079
10 H 0.67 0.11 0.15  B6 1.079
11 C 3.51 1.72 0.75  O12 1.224, N13 1.270, N14 1.243
12 O 3.82 0.68 0.18  C11 1.224
13 N 2.36 2.03 1.18  C11 1.270, H15 1.010, H16 1.010
14 N 4.40 2.55 1.00  C11 1.243, H17 1.010, H18 1.010
15 H 2.19 2.94 1.58  N13 1.010
16 H 1.62 1.44 0.81  N13 1.010
17 H 5.35 2.29 0.78  N14 1.010
18 H 4.01 3.32 1.52  N14 1.010
19 C 1.07 -2.11 2.11  O20 1.202, N21 1.256, N22 1.302
20 O 1.72 -3.09 2.39  C19 1.202
21 N 1.44 -0.91 2.17  C19 1.256, H23 1.010, H24 1.010
22 N -0.20 -2.19 1.88  C19 1.302, H25 1.010, H26 1.010
23 H 0.97 -0.24 1.58  N21 1.010
24 H 2.40 -0.88 2.48  N21 1.010
25 H -0.49 -3.03 1.41  N22 1.010
26 H -0.61 -1.33 1.56  N22 1.010
27 C -1.69 -1.66 -2.41  O28 1.192, N29 1.268, N30 1.336
28 O -0.74 -1.97 -1.76  C27 1.192
29 N -2.40 -0.63 -2.16  C27 1.268, H31 1.010, H32 1.010
30 N -2.19 -2.39 -3.41  C27 1.336, H33 1.010, H34 1.010
31 H -1.91 -0.13 -1.43  N29 1.010
32 H -2.83 -0.08 -2.88  N29 1.010
33 H -2.76 -1.92 -4.10  N30 1.010
34 H -1.71 -3.26 -3.52  N30 1.010
35 C -3.82 1.66 0.94  O36 1.155, N37 1.341, N38 1.361
36 O -4.74 2.23 1.36  C35 1.155
37 N -2.62 2.24 0.87  C35 1.341, H39 1.010, H40 1.010
38 N -3.81 0.33 0.64  C35 1.361, H41 1.010, H42 1.010
39 H -2.50 3.18 1.21  N37 1.010
40 H -1.84 1.79 0.40  N37 1.010
41 H -3.09 -0.05 0.05  N38 1.010
42 H -4.64 -0.21 0.84  N38 1.010

Properties
Spin multiplicity   1
HOMO energy   -0.33665 Ha
Kohn-Sham gap   9.277 eV



This record from OMol25 describes 8 unconnected molecules or ions with the total composition C4H24N2O8 at a distorted geometry. The level of theory is ωB97M-V/def2-TZVPD.

Bonds (Å) are listed after each position.
Positions of all 38 atoms, in Å:
1 N -0.07 -1.02 -2.89  C2 1.478, H8 1.022, H9 1.000
2 C 0.92 -1.27 -1.82  N1 1.478, C3 1.524, H10 1.082, H11 1.121
3 C 0.60 -0.56 -0.52  C2 1.524, N4 1.461, C5 1.634, H12 1.131
4 N -0.79 -0.12 -0.52  C3 1.461, H13 1.018, H14 1.020
5 C 0.88 -1.51 0.78  C3 1.634, C6 1.445, H15 1.074, H16 1.083
6 C 1.24 -0.60 1.84  C5 1.445, O7 1.223, H17 1.088
7 O 0.29 -0.20 2.49  C6 1.223
8 H 0.04 -0.07 -3.25  N1 1.022
9 H -0.03 -1.66 -3.65  N1 1.000
10 H 1.94 -1.06 -2.12  C2 1.082
11 H 0.85 -2.38 -1.69  C2 1.121
12 H 1.20 0.38 -0.28  C3 1.131
13 H -1.31 -0.77 -1.11  N4 1.018
14 H -1.29 -0.07 0.36  N4 1.020
15 H 1.52 -2.27 0.37  C5 1.074
16 H 0.01 -2.10 1.05  C5 1.083
17 H 2.27 -0.26 1.94  C6 1.088
18 O 1.01 3.14 -0.57  H19 0.954, H20 0.937
19 H 0.22 2.62 -0.68  O18 0.954
20 H 0.87 4.03 -0.84  O18 0.937
21 O -1.98 2.70 -1.51  H22 0.989, H23 0.976
22 H -2.71 2.93 -0.89  O21 0.989
23 H -1.94 1.73 -1.43  O21 0.976
24 O -2.64 -0.13 1.70  H25 0.940, H26 0.954
25 H -3.38 0.05 2.23  O24 0.940
26 H -1.89 0.18 2.20  O24 0.954
27 O -1.07 -3.34 2.81  H28 0.941, H29 0.944
28 H -1.14 -2.49 2.42  O27 0.941
29 H -0.58 -3.27 3.61  O27 0.944
30 O -0.05 1.84 -4.03  H31 0.976, H32 0.948
31 H 0.80 1.66 -3.58  O30 0.976
32 H -0.61 2.21 -3.36  O30 0.948
33 O 2.50 1.24 -2.16  H34 0.995, H35 0.988
34 H 2.37 1.97 -1.50  O33 0.995
35 H 3.04 1.80 -2.78  O33 0.988
36 O -0.07 -1.46 4.65  H37 0.975, H38 0.942
37 H -0.83 -1.13 4.14  O36 0.975
38 H 0.62 -0.85 4.45  O36 0.942

Properties
Spin multiplicity   1
HOMO energy   -0.33692 Ha
Kohn-Sham gap   9.409 eV



Q: Which formula does entry 1 have?
A: C4H22N2O8